This record from the Open Molecules 2025 dataset describes C21H20BrF5N2O9SSeV as an isolated structure. The level of theory is the ωB97M-V functional and the def2-TZVPD basis.

Calculated values
Multiplicity: 2
HOMO energy (spin up / spin down), Eh: -0.274 / -0.248
Total charge: 0
HOMO-LUMO gap (spin up / spin down), eV: 7.28 / 6.56

XYZ file:
```
61
C21H20BrF5N2O9SSeV (the ωB97M-V functional and the def2-TZVPD basis)
V -0.9329 0.9071 0.3188
C 1.3179 -0.4190 -5.0685
N 1.5143 0.0563 -3.7098
C 2.2761 1.2957 -3.5821
C 1.1648 -0.6164 -2.5846
O 1.5061 -0.2471 -1.4748
C 0.3857 -1.9235 -2.7640
O -0.1971 -2.3745 -1.5620
C -1.6004 -2.3487 -1.5184
C -2.2182 -0.9657 -1.3808
O -1.5283 0.0610 -1.5583
N -3.5298 -0.9179 -1.1509
C -4.1548 0.3636 -0.8051
C -4.2890 -2.1375 -0.8864
H 0.9176 0.3882 -5.6838
H 0.6278 -1.2555 -5.1131
H 2.2683 -0.7381 -5.5079
H 1.8110 2.0675 -4.1971
H 3.3071 1.1504 -3.9173
H 2.2755 1.6052 -2.5438
H 1.1165 -2.6748 -3.0709
H -0.3773 -1.8466 -3.5392
H -1.8929 -2.9549 -0.6637
H -2.0092 -2.8084 -2.4242
H -3.6816 1.1681 -1.3537
H -4.0360 0.5722 0.2577
H -5.2136 0.3173 -1.0501
H -4.0701 -2.5480 0.1028
H -4.0859 -2.8979 -1.6389
H -5.3466 -1.8992 -0.9327
F 5.5050 -5.1817 3.1962
C 4.6416 -4.2645 2.7931
C 5.0856 -3.1578 2.0971
F 6.3793 -3.0136 1.8349
C 4.1725 -2.2142 1.6852
F 4.6129 -1.1578 0.9954
C 2.8204 -2.3300 1.9554
Se 1.6811 -0.9628 1.2613
C 2.3952 -3.4661 2.6216
F 1.1070 -3.6941 2.8400
C 3.2966 -4.4191 3.0530
F 2.8713 -5.5006 3.6956
Br 2.0312 3.4018 2.1566
C 0.3313 4.2360 2.2460
C 0.2225 5.2075 3.2303
C -0.9753 5.8641 3.4499
C -2.0855 5.5470 2.6885
C -1.9774 4.5922 1.6946
C -0.7786 3.9232 1.4343
C -0.8653 2.9209 0.3151
O -2.0262 2.5336 -0.1254
O 0.1763 2.3607 -0.2340
H 1.0902 5.4411 3.8337
H -1.0401 6.6181 4.2253
H -3.0340 6.0390 2.8680
H -2.8291 4.3307 1.0826
O -1.2678 -0.8144 1.0665
S -0.8965 -0.3928 2.4629
O 0.5216 -1.0194 2.7261
O -0.7250 1.0734 2.3813
O -1.7656 -0.8793 3.4720
```

=====

This record from the Open Molecules 2025 dataset describes C21H20CeClN5 as an isolated structure. The level of theory is the ωB97M-V functional and the def2-TZVPD basis.

Calculated values
HOMO energy (spin up / spin down), Eh: -0.516 / -0.516
Total charge: +2
HOMO-LUMO gap (spin up / spin down), eV: 6.73 / 6.64

XYZ file:
```
48
C21H20CeClN5 (the ωB97M-V functional and the def2-TZVPD basis)
Ce -0.7573 1.8677 -1.4497
C 4.6223 -2.4892 0.6827
C 3.2263 -1.9073 0.4300
C 2.1172 -2.0644 1.2434
C 0.8990 -1.4991 0.8144
C 0.7816 -0.7347 -0.3807
N -0.3400 -0.0698 -0.8005
C -1.5358 -0.3824 -0.0658
C -2.3212 -1.4468 -0.4606
C -3.3255 -1.9302 0.4118
C -3.5859 -1.3957 1.6635
C -4.6515 -1.9330 2.5227
C -2.7949 -0.2639 2.0360
C -1.7875 0.2061 1.1978
N -0.9135 1.1977 1.7113
C -0.3693 1.3537 2.9398
C 0.3596 2.5039 2.9283
C 0.1635 3.0324 1.6253
N -0.6233 2.2419 0.9148
C 1.9351 -0.6232 -1.1631
C 3.0885 -1.1812 -0.7700
N 1.8791 0.1042 -2.4106
C 2.3324 -0.2802 -3.6116
C 2.1780 0.7201 -4.5396
C 1.4916 1.6893 -3.8213
N 1.3326 1.3407 -2.5346
H 5.0112 -1.9717 1.5137
H 5.2285 -2.4573 -0.2066
H 4.5875 -3.5606 0.9728
H 2.1674 -2.5173 2.1872
H 0.0094 -1.4973 1.4490
H -2.2298 -1.8762 -1.4159
H -3.9640 -2.7557 0.1233
H -4.4597 -1.8648 3.5820
H -4.8545 -3.0039 2.3763
H -5.5775 -1.4328 2.3326
H -2.8506 0.1636 3.0531
H -0.5050 0.5985 3.6891
H 1.0332 2.8181 3.7338
H 0.5374 3.9626 1.2419
H 3.9638 -1.1253 -1.4254
H 2.7197 -1.2502 -3.8963
H 2.4914 0.7396 -5.5427
H 1.1245 2.6128 -4.1142
Cl -2.8560 2.9592 -2.6194
C -1.6873 4.1386 -2.0129
H -2.2429 4.7480 -1.3172
H -1.0478 4.5154 -2.8178
```

=====

This record from the Open Molecules 2025 dataset describes C21H20ClCoF3N3O6S3 as an isolated structure. The level of theory is the ωB97M-V functional and the def2-TZVPD basis.

Calculated values
Multiplicity: 5
HOMO energy (spin up / spin down), Eh: -0.237 / -0.291
Total charge: 0
HOMO-LUMO gap (spin up / spin down), eV: 5.04 / 6.98

XYZ file:
```
58
C21H20ClCoF3N3O6S3 (the ωB97M-V functional and the def2-TZVPD basis)
Co -0.2175 -0.0841 0.0223
Cl 3.3445 -5.0785 3.2783
C 2.1342 -4.0012 2.6482
C 0.8685 -4.5025 2.3152
C -0.0981 -3.6666 1.8228
C 0.1452 -2.2889 1.6090
O -0.8082 -1.5397 1.1426
C 1.4366 -1.7917 1.9643
C 1.8011 -0.4063 1.9162
N 1.1162 0.5428 1.3687
C 1.5103 1.8924 1.5005
C 2.8286 2.2375 1.7750
C 3.2022 3.5448 2.0476
C 2.2485 4.5314 2.0725
C 0.9149 4.2471 1.7449
C -0.0624 5.2853 1.8014
C -1.3802 5.0009 1.5303
C -1.7240 3.7470 1.0912
N -0.7847 2.7490 0.9401
C 0.5539 2.9244 1.3860
C 2.4051 -2.6729 2.4902
H 0.6633 -5.5558 2.4549
H -1.0792 -4.0432 1.5662
H 2.7149 -0.1682 2.4607
H 3.5929 1.4737 1.7624
H 4.2386 3.7759 2.2531
H 2.5084 5.5514 2.3241
H 0.2499 6.2756 2.1000
H -2.1551 5.7466 1.6364
H -2.7268 3.4568 0.8173
H 3.3789 -2.2869 2.7660
O -1.0924 3.7982 -1.6056
S -1.3292 2.3734 -1.4868
N -1.1157 1.8018 -0.0322
C -1.2229 -2.9308 -3.8009
C -2.5234 -2.5309 -3.1201
S -2.1571 -1.9321 -1.4646
O -1.5446 -0.5484 -1.6473
C -3.8119 -1.6525 -0.8140
C -4.6741 -0.7200 -1.6470
H -1.4365 -3.3410 -4.7879
H -0.6938 -3.6876 -3.2209
H -0.5632 -2.0725 -3.9161
H -3.2080 -3.3727 -2.9880
H -3.0392 -1.7384 -3.6650
H -3.6097 -1.2473 0.1798
H -4.2517 -2.6422 -0.6726
H -4.0993 0.1574 -1.9470
H -5.5321 -0.3810 -1.0670
H -5.0512 -1.2107 -2.5433
F 3.9422 0.5899 -2.7044
C 3.3912 -0.3787 -1.9732
F 3.7017 -0.1602 -0.6842
F 3.9223 -1.5428 -2.3369
S 1.5663 -0.3827 -2.1789
O 1.3414 -0.6929 -3.5587
O 1.1541 0.9338 -1.7190
O 1.1165 -1.3852 -1.2067
```

=====

This record from the Open Molecules 2025 dataset describes C21H20ClLaNPS as an isolated structure. The level of theory is the ωB97M-V functional and the def2-TZVPD basis.

Calculated values
HOMO energy, Eh: -0.507
Total charge: +2
HOMO-LUMO gap, eV: 5.53

XYZ file:
```
46
C21H20ClLaNPS (the ωB97M-V functional and the def2-TZVPD basis)
La 0.2020 -0.1267 2.6049
Cl 2.6298 -0.5616 2.3415
P -0.1518 -0.0361 -0.3900
C -0.8081 1.5033 -1.0812
C -2.0331 1.5684 -1.7795
C -2.5072 2.7756 -2.3023
C -1.8188 3.9688 -2.0700
C -0.6585 3.9480 -1.2723
C -0.1858 2.7350 -0.7716
C 1.4785 -0.2600 -1.1964
C 2.2163 -1.4300 -0.9205
C 3.5235 -1.5989 -1.3668
C 4.1379 -0.5899 -2.1292
C 3.4510 0.6014 -2.3588
C 2.1511 0.7716 -1.8810
C -1.0928 -1.4103 -1.1062
C -1.6823 -2.4043 -0.3131
C -2.4961 -3.3872 -0.8569
C -2.7039 -3.4268 -2.2550
C -2.0915 -2.4698 -3.0676
C -1.2922 -1.4750 -2.5053
H 1.7888 -2.1835 -0.2483
H 4.0656 -2.5179 -1.1249
H 5.1353 -0.7553 -2.5406
H 3.9201 1.4036 -2.9430
H 1.6720 1.7360 -2.0338
H -2.6383 0.6765 -1.9171
H -3.4120 2.7821 -2.9266
H -2.1541 4.9131 -2.5107
H -0.1099 4.8778 -1.0780
H 0.6864 2.7455 -0.1103
H -1.5360 -2.3776 0.7776
H -2.9904 -4.1230 -0.2109
H -3.3510 -4.2019 -2.6670
H -2.2675 -2.4899 -4.1596
H -0.8365 -0.7281 -3.1601
H -1.7291 0.8541 1.9655
H -2.0179 -0.0281 2.1249
S -0.2182 -0.1656 7.2850
C 1.4453 0.2498 6.7858
C 1.5330 0.3214 5.4777
N 0.3783 0.0516 4.7371
C -0.6750 -0.2275 5.5971
H 2.2804 0.3965 7.5692
H 2.4178 0.5308 4.8167
H -1.6548 -0.4358 5.1718
```